No. 1
Here is C30H37AuBrCl2N4O2Si as an isolated structure from the OMol25 dataset. Energies are from the ωB97M-V functional and the def2-TZVPD basis.

Values from the calculation:
spin multiplicity	3
gap between HOMO and LUMO (spin up / spin down)	6.945 / 6.072	eV
net charge	+1
electronic energy	-148418.090	eV

Atoms and positions in Å:
Au (-2.17188, -0.02217, 0.00186)
Cl (-9.26775, -1.05343, -1.13302)
C (-7.75259, -0.48292, -0.55669)
C (-6.60569, -1.04550, -1.01389)
C (-5.34549, -0.61538, -0.51056)
N (-4.18026, -1.11566, -0.84678)
C (-3.88055, -2.04619, -1.79600)
O (-4.33194, -3.15237, -1.96314)
C (-2.81867, -1.44541, -2.70767)
C (-2.70581, -1.88281, -4.01280)
C (-1.87698, -1.18906, -4.88156)
C (-1.19152, -0.08020, -4.41405)
C (-1.33583, 0.28530, -3.08712)
N (-2.12917, -0.38460, -2.25138)
C (-5.29627, 0.51778, 0.39783)
C (-6.50787, 1.07099, 0.85060)
C (-7.70378, 0.57777, 0.40418)
Cl (-9.15999, 1.26178, 0.99590)
N (-4.06960, 0.90981, 0.79023)
C (-3.80004, 1.85382, 1.74633)
O (-4.36498, 2.90042, 1.95112)
C (-2.68569, 1.35129, 2.63780)
C (-2.63108, 1.72908, 3.96380)
C (-1.72236, 1.09730, 4.79922)
C (-0.89021, 0.12104, 4.27468)
C (-0.98963, -0.19152, 2.93063)
N (-1.87052, 0.41512, 2.13570)
H (-6.63763, -1.85786, -1.72618)
H (-3.27173, -2.75310, -4.31538)
H (-1.77976, -1.49927, -5.91350)
H (-0.55008, 0.50159, -5.06173)
H (-0.80879, 1.13664, -2.67632)
H (-6.48764, 1.90225, 1.53901)
H (-3.30045, 2.50386, 4.31041)
H (-1.67669, 1.35102, 5.85003)
H (-0.17272, -0.40126, 4.89211)
H (-0.35818, -0.94013, 2.47368)
C (2.45886, 0.29585, -2.81168)
C (3.38787, -0.36888, -1.78123)
C (4.81892, 0.18144, -1.96001)
C (3.39694, -1.87351, -2.09361)
Si (2.87244, -0.05135, 0.01745)
Br (0.35273, -0.56829, -0.20003)
C (3.36371, -1.35440, 1.30525)
C (2.74426, -2.73916, 1.04510)
C (4.90222, -1.47453, 1.27419)
C (2.93196, -0.92933, 2.71675)
C (2.80402, 1.75235, 0.60810)
C (2.50393, 2.70487, -0.55833)
C (4.18813, 2.11868, 1.18549)
C (1.72741, 1.99427, 1.68102)
H (2.78240, -0.00805, -3.81207)
H (2.49107, 1.38145, -2.77152)
H (1.42654, -0.02653, -2.68058)
H (5.14568, -0.01573, -2.98474)
H (5.53215, -0.29892, -1.28651)
H (4.87408, 1.25952, -1.79730)
H (3.69102, -2.01117, -3.13808)
H (2.40958, -2.31996, -1.95841)
H (4.11709, -2.41669, -1.48276)
H (3.08326, -3.18641, 0.11506)
H (1.65565, -2.69488, 1.01802)
H (3.03835, -3.40892, 1.85866)
H (5.26215, -1.88810, 0.33104)
H (5.21895, -2.15075, 2.07312)
H (5.39935, -0.51442, 1.43574)
H (1.84996, -0.79623, 2.78104)
H (3.41770, -0.01063, 3.04304)
H (3.21795, -1.71639, 3.42045)
H (3.27003, 2.66168, -1.33193)
H (2.48477, 3.73015, -0.17797)
H (1.53203, 2.49567, -1.01083)
H (4.98554, 2.00061, 0.44698)
H (4.44820, 1.52278, 2.06087)
H (4.17424, 3.16786, 1.49327)
H (0.73950, 1.68912, 1.33583)
H (1.68998, 3.06540, 1.90140)
H (1.93919, 1.47349, 2.61235)

---

No. 2
Here is C30H37BBaN15O4 as an isolated structure from the OMol25 dataset. Energies are from the ωB97M-V functional and the def2-TZVPD basis.

Values from the calculation:
spin multiplicity	2
gap between HOMO and LUMO (spin up / spin down)	8.411 / 6.221	eV
net charge	+2
electronic energy	-63607.386	eV

Atoms and positions in Å:
Ba (0.27466, 0.26720, -0.72196)
N (2.29517, -0.68270, -2.63390)
C (1.92628, -0.46987, -4.04865)
C (1.43548, 0.94918, -4.28430)
N (0.16514, 1.28602, -3.60875)
C (-0.92638, 0.63987, -4.36704)
C (-2.28421, 0.60492, -3.68987)
N (-2.18830, -0.04418, -2.37843)
C (-0.00304, 2.75428, -3.58829)
C (-0.82077, 3.32319, -2.43676)
N (-0.16842, 3.05959, -1.14094)
H (3.16515, -0.19289, -2.44262)
H (2.53448, -1.66069, -2.49493)
H (1.15978, -1.20011, -4.30968)
H (2.76683, -0.65179, -4.72372)
H (1.35505, 1.12093, -5.36661)
H (2.20504, 1.63643, -3.92574)
H (-0.63652, -0.39495, -4.55693)
H (-1.02943, 1.12028, -5.35026)
H (-2.96843, 0.08678, -4.36920)
H (-2.69174, 1.60586, -3.56171)
H (-2.07112, -1.04733, -2.49738)
H (-3.05592, 0.06558, -1.86164)
H (-0.43592, 3.10364, -4.53472)
H (0.99090, 3.20653, -3.52544)
H (-1.81601, 2.88663, -2.39547)
H (-0.94654, 4.39301, -2.62745)
H (-0.67479, 3.54113, -0.40379)
H (0.76099, 3.47305, -1.13513)
C (-4.20897, 0.43896, 0.47772)
C (-2.89492, 0.86841, 0.69437)
N (-2.06858, -0.16175, 0.85269)
N (-2.84022, -1.27333, 0.74860)
C (-4.13074, -0.93597, 0.52483)
B (-2.25052, -2.66131, 1.01489)
N (-1.38005, -2.46404, 2.38199)
C (-1.89045, -2.08725, 3.55038)
C (-0.94756, -2.24033, 4.57055)
C (0.18266, -2.72277, 3.95373)
N (-0.13299, -2.88594, 2.65662)
N (-1.35330, -3.19056, -0.09684)
C (-1.21544, -4.49086, -0.44404)
C (-0.33117, -4.56243, -1.49426)
C (0.02279, -3.23279, -1.73214)
N (-0.59231, -2.40398, -0.88860)
N (-3.29783, -3.69328, 1.34514)
C (-3.30356, -4.68306, 2.28400)
C (-4.31040, -5.55289, 1.96723)
C (-4.86834, -5.02742, 0.78377)
N (-4.24869, -3.92669, 0.40561)
H (-5.09136, 1.03767, 0.33396)
H (-2.52003, 1.88018, 0.75376)
H (-4.88213, -1.69891, 0.41162)
H (-2.92085, -1.77014, 3.59618)
H (-1.07959, -2.04145, 5.61914)
H (1.16839, -2.96669, 4.31399)
H (-1.77605, -5.26445, 0.05524)
H (-0.01246, -5.44267, -2.02379)
H (0.67695, -2.84118, -2.49441)
H (-2.60755, -4.70381, 3.10674)
H (-4.61097, -6.43258, 2.50855)
H (-5.69234, -5.40704, 0.20173)
O (6.05098, 4.29608, 4.14952)
N (5.53055, 4.47812, 3.07508)
O (5.84610, 5.32177, 2.26137)
C (4.38410, 3.61149, 2.73154)
C (3.56181, 3.28150, 3.73995)
C (2.38640, 2.51004, 3.48708)
C (1.49073, 2.19200, 4.52205)
C (0.37156, 1.46308, 4.22749)
C (0.16610, 1.06396, 2.90233)
N (0.98626, 1.34728, 1.90477)
C (2.09794, 2.06758, 2.18668)
C (3.02002, 2.39682, 1.11025)
N (2.73909, 1.93523, -0.12989)
C (3.56390, 2.24755, -1.10945)
C (4.72925, 2.99630, -0.94314)
C (5.03547, 3.46098, 0.30730)
C (4.16222, 3.18180, 1.37606)
H (3.78325, 3.61531, 4.74498)
H (1.69432, 2.53315, 5.52926)
H (-0.35232, 1.20512, 4.98767)
H (-0.71673, 0.49411, 2.63630)
H (3.29529, 1.89474, -2.09897)
H (5.37090, 3.20052, -1.78834)
H (5.92605, 4.04633, 0.47141)
O (0.81358, -3.10411, 1.65930)
O (1.15437, -1.97599, 1.10177)

---

No. 3
Here is C30H37BBr2N3O6PS2SeTi as an isolated structure from the OMol25 dataset. Energies are from the ωB97M-V functional and the def2-TZVPD basis.

Values from the calculation:
spin multiplicity	2
gap between HOMO and LUMO (spin up / spin down)	5.996 / 5.962	eV
net charge	-1
electronic energy	-308656.367	eV

Atoms and positions in Å:
Ti (0.23404, -0.53435, 0.02483)
C (-2.06258, -0.04185, 4.25465)
C (-1.66477, -0.07267, 2.79090)
S (0.06051, -0.26477, 2.49233)
C (-2.54682, 0.09040, 1.79773)
C (-3.95331, 0.57735, 2.03795)
S (-2.13517, -0.19828, 0.09014)
H (-1.28742, -0.52730, 4.84632)
H (-3.00368, -0.56970, 4.42407)
H (-2.18242, 0.97504, 4.64037)
H (-4.09479, 0.92170, 3.06428)
H (-4.68020, -0.20066, 1.82929)
H (-4.16500, 1.41371, 1.36775)
Br (1.29117, -5.38057, 0.95904)
C (2.53433, -3.96736, 0.77867)
C (3.90519, -4.21600, 0.96457)
C (4.82131, -3.21616, 0.80625)
Br (6.66599, -3.61544, 1.05913)
C (4.42439, -1.90310, 0.45694)
C (5.27917, -0.80421, 0.22681)
C (4.74079, 0.39766, -0.13700)
C (3.34691, 0.53660, -0.24844)
N (2.51980, -0.45683, -0.01494)
C (3.04308, -1.67328, 0.30565)
C (2.05852, -2.71249, 0.44316)
O (0.81641, -2.41330, 0.24059)
H (4.23542, -5.21019, 1.22940)
H (6.34977, -0.92338, 0.32595)
H (5.38415, 1.24398, -0.33853)
H (2.89557, 1.47631, -0.53949)
C (3.49990, 5.18017, 0.19818)
C (2.98239, 4.16892, 1.20060)
O (1.62236, 3.87797, 0.90879)
P (1.03336, 2.41662, 1.45847)
O (-0.42253, 2.99307, 1.86325)
C (-0.80554, 3.11928, 3.22672)
C (-0.61261, 4.54593, 3.70583)
O (0.60791, 1.75262, -0.00062)
C (-0.15798, 2.52944, -0.98190)
C (0.75730, 3.19479, -1.98486)
H (4.53717, 5.43773, 0.41804)
H (2.89582, 6.08686, 0.23906)
H (3.44899, 4.77624, -0.81325)
H (3.06039, 4.57514, 2.21600)
H (3.59038, 3.25744, 1.17392)
H (-0.23744, 2.41210, 3.83788)
H (-1.85455, 2.83048, 3.27098)
H (0.43454, 4.84274, 3.62686)
H (-0.92235, 4.63619, 4.74896)
H (-1.20438, 5.23563, 3.10299)
H (-0.76226, 3.25024, -0.43412)
H (-0.82057, 1.81072, -1.45616)
H (1.37232, 3.95610, -1.51079)
H (0.13515, 3.66982, -2.74763)
H (1.38131, 2.45336, -2.47994)
O (-0.44245, -1.57255, -3.07404)
B (0.18675, -0.53409, -2.33613)
O (0.78744, 0.33989, -3.30115)
C (0.50960, -0.16659, -4.53780)
C (0.86402, 0.32388, -5.77277)
C (0.44087, -0.40413, -6.88968)
C (-0.30401, -1.56940, -6.74628)
C (-0.65722, -2.05468, -5.48366)
C (-0.23463, -1.32800, -4.39457)
H (1.44410, 1.23199, -5.87159)
H (0.69872, -0.05418, -7.88122)
H (-0.61485, -2.11046, -7.63090)
H (-1.23570, -2.95994, -5.35858)
C (-1.96169, -4.02892, 2.01948)
N (-3.11368, -3.55202, 1.28209)
C (-4.18350, -2.85070, 1.79702)
C (-4.93218, -2.44982, 0.75193)
N (-4.30894, -2.89631, -0.39343)
C (-4.65900, -2.56973, -1.75554)
C (-3.20648, -3.61678, -0.06549)
Se (-2.11093, -4.50797, -1.21593)
H (-2.21258, -4.06382, 3.07828)
H (-1.11259, -3.36314, 1.85498)
H (-1.69420, -5.02129, 1.66089)
H (-4.29523, -2.66732, 2.85007)
H (-5.82172, -1.84792, 0.71732)
H (-5.59484, -2.01343, -1.74851)
H (-4.75758, -3.48250, -2.34052)
H (-3.86694, -1.95051, -2.17983)

---

No. 4
Here is C30H37Br4N5O9Sr as an isolated structure from the OMol25 dataset. Energies are from the ωB97M-V functional and the def2-TZVPD basis.

Values from the calculation:
spin multiplicity	1
gap between HOMO and LUMO	5.647	eV
net charge	+2
electronic energy	-338566.345	eV

Atoms and positions in Å:
N (2.39022, -2.96743, 2.47110)
H (3.21697, -2.55096, 2.87501)
H (2.46749, -3.87836, 2.04177)
H (2.19267, -2.30221, 1.73722)
H (1.68301, -3.10178, 3.17954)
Sr (3.91522, -1.24624, -1.40597)
C (0.51170, 0.87950, -0.12327)
C (0.86810, -0.61570, -0.02562)
O (2.12774, -1.07850, 0.39022)
H (-0.47920, 1.04812, -0.54490)
H (1.26805, 1.35331, -0.74902)
H (0.49204, 1.44892, 0.80597)
H (0.59719, -1.04331, -0.99095)
H (0.06362, -1.03042, 0.58177)
Br (-3.31147, 2.09462, 1.43225)
C (-3.34409, 0.76230, 0.03346)
C (-4.74467, 0.16624, 0.03890)
Br (-4.90957, -1.19223, -1.47091)
H (-2.55434, 0.09316, 0.37501)
H (-3.00483, 1.24560, -0.88275)
H (-5.41335, 0.98351, -0.23132)
H (-4.85767, -0.30030, 1.01751)
Br (4.13081, 0.07923, 3.74451)
C (2.89357, 1.27676, 2.88075)
C (2.77194, 2.64286, 3.57449)
Br (1.48490, 3.78663, 2.62531)
H (2.03201, 0.60961, 2.90744)
H (3.19244, 1.50684, 1.85808)
H (3.69865, 3.17655, 3.78541)
H (2.32211, 2.48334, 4.55444)
C (3.25373, 3.52413, -7.44434)
C (2.66872, 4.33287, -6.50233)
C (2.61006, 3.82252, -5.18974)
C (2.97928, 2.49195, -4.86614)
C (3.56638, 1.73081, -5.93953)
C (3.76337, 2.30775, -7.23811)
N (3.03171, 1.97914, -3.48719)
O (3.22969, 0.79915, -3.34563)
O (2.70084, 2.63227, -2.49420)
H (3.38646, 3.90594, -8.44584)
H (2.37457, 5.34408, -6.74173)
H (2.23881, 4.43034, -4.37788)
H (4.16584, 0.84874, -5.76932)
H (4.37030, 1.80889, -7.97917)
C (-4.07688, -2.84101, 2.29436)
C (-2.80198, -2.76254, 1.78374)
C (-1.70427, -2.78632, 2.58608)
C (-1.94777, -3.03927, 3.91383)
C (-3.26182, -3.21364, 4.41315)
C (-4.37890, -3.06410, 3.61452)
N (-0.77706, -3.00593, 4.74449)
O (-0.93371, -3.16141, 5.92146)
O (0.40668, -2.90612, 4.30306)
H (-4.92701, -2.58305, 1.68026)
H (-2.58719, -2.68762, 0.72798)
H (-0.72078, -2.55215, 2.20619)
H (-3.44595, -3.35606, 5.46776)
H (-5.36062, -3.27872, 4.01021)
C (-1.30222, -1.39538, -5.00668)
C (-1.51659, -1.42151, -6.39653)
C (-0.39102, -1.44626, -7.24223)
C (0.91695, -1.51927, -6.75320)
C (1.07907, -1.63749, -5.39943)
C (-0.03394, -1.48890, -4.54952)
N (2.00042, -1.61575, -7.76933)
O (1.87687, -2.44643, -8.64195)
O (2.99656, -0.85574, -7.61391)
H (-2.19281, -1.26586, -4.40964)
H (-2.50954, -1.41430, -6.82126)
H (-0.47351, -1.32999, -8.31278)
H (2.06980, -1.72827, -4.97918)
H (0.28656, -1.57626, -3.52187)
C (-1.23578, 1.44357, 4.06545)
C (-0.55513, 0.46405, 4.83655)
C (-0.84750, 0.33036, 6.16281)
C (-1.78264, 1.16501, 6.73843)
C (-2.37308, 2.17032, 6.01843)
C (-2.12830, 2.27672, 4.68287)
N (-1.93687, 1.20624, 8.25098)
O (-2.32096, 2.25389, 8.86554)
O (-1.64454, 0.14007, 8.86437)
H (-1.25361, 1.53432, 2.98941)
H (-0.09495, -0.38528, 4.35356)
H (-0.37192, -0.39036, 6.81149)
H (-3.22178, 2.77570, 6.30058)
H (-2.56337, 3.10649, 4.14566)

---

Energy relative to the best compared isomer or geometry (same formula, charge and spin), record by record: 1.670, 0.146, 0.774, 2.395 eV